The following is a quantum chemistry calculation of a molecular structure, C4H5LiO2Zn at a distorted geometry, from OMol25.

As for the total energy: -56925.8579 eV. For the LUMO energy, the calculation gives -10.56 eV. Its total charge is +2. Its energy above the lowest of the compared OMol25 structures with the same formula, charge and spin is 44.1 kJ/mol. The value obtained for the HOMO energy is -18.2681 eV. As for the frontier orbital gap: 7.71 eV.

Each line ends with the Löwdin charge.
Element x y z (Å)
H -1.694 0.985 -2.323  -0.04
C -0.755 0.095 0.186  -0.30
C 0.104 -0.185 1.367  -0.03
C 1.520 -0.287 0.804  -0.12
C 1.500 0.126 -0.622  0.10
O 0.253 0.531 -0.861  -0.25
O -1.844 -0.272 -0.119  0.08
Li -2.938 -0.242 -1.772  0.77
Zn -0.064 0.694 -2.753  1.12
H -0.244 -1.099 1.867  0.17
H -0.036 0.637 2.084  0.17
H 1.930 -1.313 0.815  0.16
H 2.267 0.329 1.327  0.17

Atomic forces in eV per Å
1.2006 -0.1088 -1.4165
0.2197 -1.9570 0.8555
-0.2142 0.3530 0.4402
0.3886 -0.2649 -0.1451
0.3252 0.2466 0.4890
-0.7616 -0.1357 0.5755
0.5879 1.1200 -0.3751
-0.4620 -0.1071 0.2498
-1.3668 0.6135 -0.4234
-0.0177 0.2343 -0.2177
0.1487 -0.0875 -0.0374
-0.0298 0.2350 0.1417
-0.0186 -0.1415 -0.1365